Record 1
Computed, not measured: a molecular structure, C51H56AsN3O4Si2TeTi in a non-equilibrium geometry, with ωB97M-V/def2-TZVPD.

XYZ file:
```
119
Properties=species:S:1:pos:R:3:lowdin_spin:R:1
Ti -20.020 -0.039 5.012 0.913
O -22.063 -0.068 4.850 0.015
C -22.926 -0.632 5.619 0.004
C -24.085 0.122 5.921 0.000
C -25.057 -0.432 6.716 0.000
C -24.950 -1.723 7.259 0.000
C -23.809 -2.455 6.968 0.000
C -22.755 -1.903 6.222 0.002
C -21.722 -2.727 5.716 0.007
N -20.679 -2.219 5.214 0.007
C -19.925 -3.109 4.264 0.001
C -19.627 -2.243 3.057 0.001
N -18.768 -1.206 3.631 -0.003
C -17.513 -0.955 3.425 0.012
C -16.706 -0.423 4.517 0.000
C -15.278 -0.540 4.316 0.002
C -14.378 -0.520 5.372 0.000
C -14.839 -0.336 6.656 0.002
C -16.165 -0.030 6.874 -0.001
C -17.151 -0.228 5.840 0.002
O -18.391 -0.233 6.145 -0.003
H -24.097 1.088 5.518 0.000
H -25.882 0.179 6.911 0.000
H -25.745 -2.123 7.837 0.000
H -23.723 -3.582 7.225 0.000
H -21.921 -3.827 5.674 0.000
H -20.602 -3.943 4.029 0.000
H -19.000 -3.445 4.684 0.000
H -20.588 -1.814 2.706 0.000
H -19.155 -2.785 2.256 0.000
H -17.027 -1.262 2.499 0.000
H -14.995 -0.833 3.330 0.000
H -13.393 -0.850 5.312 0.000
H -14.201 -0.471 7.501 0.000
H -16.527 0.104 7.846 0.000
C -24.216 5.433 4.279 0.000
C -23.268 4.301 4.279 -0.001
C -22.641 3.890 5.409 0.003
C -21.623 2.918 5.370 0.000
C -20.808 2.522 6.581 0.010
O -20.267 1.386 6.652 0.002
C -20.608 3.493 7.653 0.000
C -20.719 4.917 7.484 0.002
C -20.540 5.694 8.601 0.000
C -20.258 5.182 9.822 0.002
C -20.057 3.818 9.959 0.000
C -20.270 2.961 8.884 0.002
C -21.283 2.384 4.106 0.006
O -20.282 1.544 4.025 0.010
C -22.116 2.593 2.997 -0.001
C -23.043 3.600 3.085 0.003
C -21.912 1.811 1.710 0.000
N -20.796 1.444 1.268 0.000
C -20.739 0.689 0.092 0.000
C -20.071 1.511 -0.948 0.000
Te -18.354 2.578 -0.290 0.000
C -19.520 4.203 0.512 0.000
C -20.282 4.968 -0.349 0.000
C -20.955 6.114 0.114 0.000
C -20.745 6.446 1.473 0.000
C -19.869 5.732 2.307 0.000
C -19.240 4.626 1.807 0.000
C -23.190 1.569 1.028 0.000
C -23.580 2.310 -0.105 0.000
C -24.831 2.065 -0.640 0.000
C -25.708 1.098 -0.130 0.000
C -25.293 0.364 0.971 0.000
C -24.074 0.613 1.520 0.000
H -24.929 5.300 5.112 0.000
H -24.709 5.484 3.304 0.000
H -23.661 6.361 4.467 0.000
H -22.934 4.212 6.393 0.000
H -20.956 5.200 6.457 0.000
H -20.588 6.755 8.491 0.000
H -19.847 5.768 10.637 0.000
H -19.624 3.339 10.861 0.000
H -20.205 1.913 8.957 0.000
H -23.680 3.840 2.325 0.000
H -21.735 0.276 -0.249 0.000
H -20.076 -0.153 0.421 0.000
H -20.696 2.229 -1.433 0.000
H -19.779 0.751 -1.745 0.000
H -20.270 4.667 -1.424 0.000
H -21.627 6.703 -0.462 0.000
H -21.220 7.358 1.932 0.000
H -19.576 6.089 3.255 0.000
H -18.432 4.040 2.379 0.000
H -22.871 2.994 -0.528 0.000
H -25.018 2.722 -1.498 0.000
H -26.618 0.756 -0.710 0.000
H -25.858 -0.444 1.426 0.000
H -23.848 0.168 2.516 0.000
C -14.386 4.986 1.853 0.000
Si -14.595 3.217 2.651 0.000
C -13.002 2.893 3.619 0.000
C -14.661 1.892 1.237 0.000
As -16.590 2.951 3.765 0.000
Si -16.354 4.415 5.553 0.000
C -16.910 3.433 7.163 0.000
C -14.649 5.143 5.885 0.000
C -17.770 5.638 5.454 0.000
H -13.535 4.884 1.099 0.000
H -13.998 5.696 2.582 0.000
H -15.201 5.390 1.338 0.000
H -12.075 3.113 3.074 0.000
H -12.968 1.804 3.825 0.000
H -12.888 3.340 4.615 0.000
H -15.186 0.980 1.692 0.000
H -13.697 1.666 0.668 0.000
H -15.232 2.280 0.382 0.000
H -16.104 2.880 7.580 0.000
H -17.810 2.832 6.969 0.000
H -17.185 4.191 7.886 0.000
H -13.827 4.418 6.036 0.000
H -14.586 5.837 6.744 0.000
H -14.274 5.734 5.014 0.000
H -18.712 5.074 5.175 0.000
H -17.623 6.407 4.625 0.000
H -17.847 6.197 6.381 0.000
```

Energy relative to the best compared isomer or geometry (same formula, charge and spin) in kJ/mol: 91.5
Spin multiplicity: 2
<S²>: 0.753
F_max in eV/Å: 3.30
HOMO (alpha / beta) in eV: -2.537 / -2.538
E_LUMO (alpha / beta) in eV: 1.804 / 1.748
Charge: -1

=====

Record 2
Computed, not measured: 11 unconnected molecules or ions with the total composition C51H60F6O5 in a non-equilibrium geometry, with ωB97M-V/def2-TZVPD.

XYZ file:
```
122
Properties=species:S:1:pos:R:3:lowdin_spin:R:1
C -3.296 -1.097 4.525 0.001
C -4.092 -0.043 5.218 0.001
O -3.594 0.631 6.203 0.001
C -5.590 0.182 4.790 0.000
H -2.608 -1.490 5.274 0.000
H -2.726 -0.845 3.630 0.001
H -4.000 -1.889 4.270 0.000
H -6.249 -0.520 5.301 0.000
H -5.771 -0.074 3.746 0.000
H -5.925 1.196 5.005 0.000
C 4.796 1.819 -2.080 0.002
C 6.194 2.372 -1.584 0.000
O 6.404 3.464 -0.997 0.001
C 7.355 1.613 -2.108 0.000
H 4.661 0.755 -1.884 0.001
H 4.697 1.965 -3.155 0.000
H 3.889 2.357 -1.804 0.000
H 7.062 0.571 -1.982 0.000
H 8.278 1.891 -1.599 0.000
H 7.366 1.930 -3.151 0.000
C 0.627 -1.746 -4.874 0.003
C -0.111 -2.932 -5.228 0.001
O 0.342 -3.778 -5.946 0.001
C -1.618 -2.882 -4.993 0.001
H 0.392 -1.396 -3.868 0.002
H 0.373 -0.959 -5.585 0.000
H 1.697 -1.917 -4.987 0.001
H -1.838 -3.201 -3.974 0.002
H -2.190 -3.533 -5.653 0.000
H -1.883 -1.835 -5.140 0.000
C -5.659 -5.561 1.562 0.000
C -4.732 -4.535 0.945 0.001
O -3.788 -4.037 1.563 0.001
C -4.922 -4.031 -0.538 0.002
H -5.829 -5.264 2.597 0.000
H -5.379 -6.611 1.478 0.000
H -6.623 -5.382 1.086 0.000
H -4.025 -3.532 -0.906 0.002
H -5.679 -3.255 -0.652 0.000
H -5.152 -4.834 -1.237 0.000
C -3.160 1.201 1.606 0.007
C -4.162 0.839 0.508 0.009
O -5.074 0.040 0.552 0.013
C -3.952 1.489 -0.966 0.003
H -3.647 1.665 2.464 0.001
H -2.463 1.985 1.310 0.001
H -2.681 0.284 1.948 0.003
H -3.525 2.488 -0.884 0.000
H -4.888 1.464 -1.525 0.000
H -3.158 0.873 -1.389 0.003
F 3.380 -0.678 6.121 0.000
C 2.284 0.084 5.896 0.000
C 1.453 0.600 6.915 0.002
C 0.341 1.347 6.763 0.000
C -0.053 1.705 5.469 0.002
C 0.819 1.281 4.404 0.003
C 1.878 0.410 4.618 0.002
H 1.739 0.323 7.919 0.000
H -0.213 1.716 7.614 0.000
H -0.886 2.392 5.459 0.000
H 0.713 1.538 3.361 0.004
H 2.443 0.103 3.751 0.000
F 0.841 1.020 -2.604 0.000
C 0.403 0.349 -1.536 0.056
C -0.769 -0.325 -1.584 0.140
C -1.223 -1.047 -0.469 0.212
C -0.588 -0.948 0.748 0.051
C 0.584 -0.220 0.802 0.149
C 1.132 0.365 -0.343 0.200
H -1.389 -0.375 -2.467 0.007
H -2.168 -1.559 -0.576 0.020
H -0.903 -1.404 1.675 0.000
H 1.086 -0.218 1.758 0.012
H 2.066 0.902 -0.415 0.023
F -3.099 0.566 -4.224 0.001
C -2.513 1.333 -5.161 0.000
C -1.367 2.017 -4.777 0.001
C -0.649 2.657 -5.818 0.000
C -1.085 2.678 -7.092 0.000
C -2.264 1.924 -7.419 0.000
C -3.010 1.286 -6.443 0.000
H -0.984 2.056 -3.768 0.001
H 0.251 3.226 -5.636 0.000
H -0.580 3.286 -7.829 0.000
H -2.691 2.045 -8.404 0.000
H -3.910 0.762 -6.731 0.000
F 3.729 -2.301 -0.306 0.005
C 4.647 -1.430 0.152 0.004
C 4.340 -0.344 0.931 0.004
C 5.273 0.444 1.478 0.002
C 6.606 0.220 1.263 0.000
C 7.049 -0.860 0.496 0.003
C 6.030 -1.621 -0.092 0.002
H 3.334 -0.117 1.251 0.001
H 4.797 1.218 2.062 0.001
H 7.231 0.846 1.883 0.000
H 8.044 -1.179 0.223 0.000
H 6.271 -2.447 -0.744 0.000
F -1.414 3.478 -0.787 0.001
C -0.643 4.536 -1.043 0.001
C -1.118 5.805 -1.166 0.000
C -0.273 6.901 -1.463 0.000
C 1.117 6.736 -1.735 0.000
C 1.639 5.427 -1.567 0.001
C 0.750 4.392 -1.219 0.004
H -2.115 6.092 -0.867 0.000
H -0.597 7.922 -1.321 0.000
H 1.787 7.516 -2.065 0.000
H 2.708 5.317 -1.676 0.000
H 1.109 3.374 -1.197 0.004
F 1.837 -5.531 0.484 0.002
C 1.564 -4.690 1.499 0.001
C 2.547 -4.204 2.384 0.001
C 2.196 -3.428 3.463 0.001
C 0.846 -3.205 3.684 0.001
C -0.115 -3.687 2.842 0.000
C 0.194 -4.329 1.687 0.003
H 3.562 -4.443 2.101 0.000
H 2.833 -2.955 4.196 0.000
H 0.554 -2.586 4.519 0.000
H -1.121 -3.302 2.918 0.000
H -0.411 -4.658 0.855 0.004
```

Spin multiplicity: 2
<S²>: 0.759
F_max in eV/Å: 5.28
HOMO (alpha / beta) in eV: -0.153 / -4.917
E_LUMO (alpha / beta) in eV: 2.386 / 2.373
Charge: -1